C5H13N2 | wB97M-V/def2-TZVPD

Geometry as XYZ:
```
20
Properties=species:S:1:pos:R:3:mulliken_charge:R:1
H 0.1982 1.6495 2.2405 0.388
N -0.2096 -0.9612 1.2661 -0.223
H 1.5264 -0.3471 0.2702 0.372
C -0.5002 -0.0588 -1.4637 0.507
H 1.5096 0.5897 2.7016 0.396
C -1.6867 -0.6733 -1.4677 -1.095
C -0.1005 0.8736 -0.3576 -0.879
H 1.3096 0.0645 -2.5189 0.217
H -1.0063 1.2878 0.0936 0.348
H 0.2999 -1.2431 -2.8982 0.200
H 0.2552 -1.6256 1.8918 0.392
H 0.5516 1.6870 -0.6762 0.479
C 0.6847 0.1471 0.7583 0.096
N 0.5436 -0.5257 -2.2299 -0.429
H -2.5707 -0.3781 -0.9137 0.302
H 1.6449 1.8999 1.4760 0.402
C 1.0552 1.0951 1.8615 -1.436
H -1.9312 -1.4109 -2.2315 0.264
H -1.0373 -0.6040 1.7476 0.380
H -0.5366 -1.4663 0.4502 0.319
```

Calculated values
Max |F|: 1.19 eV/Å
Lowest unoccupied orbital energy: -3.249 eV
Total charge: +1
SMILES string: C=C(N)C[C@@H](C)[NH3+]